# 1
A molecular structure, C11H10BrNSeTb in a non-equilibrium geometry, computed with the ωB97M-V functional and the def2-TZVPD basis.

Geometry as XYZ:
```
25
Properties=species:S:1:pos:R:3:lowdin_spin:R:1
C -1.845 -0.691 -0.126 -0.015
C -1.568 -1.140 1.207 -0.011
C -1.816 -0.053 2.107 -0.005
H -1.170 -2.120 1.459 0.000
C -2.292 1.059 1.332 -0.005
C -2.296 0.690 -0.039 -0.005
H -2.761 1.244 -0.827 0.000
H -1.886 -1.369 -0.985 0.000
H -1.706 -0.147 3.190 0.000
H -2.596 2.032 1.756 0.000
Tb 0.636 -0.213 0.336 6.128
Br 1.947 -2.492 0.854 -0.021
C 2.164 0.678 -1.475 -0.013
C 1.111 1.476 -2.045 -0.010
C 0.155 0.608 -2.623 -0.004
H 1.168 2.553 -2.247 0.000
C 0.565 -0.740 -2.396 -0.009
C 1.859 -0.709 -1.766 -0.012
H 2.482 -1.586 -1.526 0.000
H 3.128 1.056 -1.109 0.001
H -0.630 0.919 -3.325 0.000
H 0.100 -1.616 -2.864 0.000
Se 2.323 -0.088 5.129 0.000
C 1.660 0.225 3.549 0.002
N 1.264 0.423 2.435 -0.020
```

⟨S²⟩: 12.694
HOMO (spin up / spin down), eV: -4.68 / -4.77
Electronic energy, eV: -170886.5379
E_LUMO (spin up / spin down), eV: 2.8 / 2.8
ΔE to the lowest compared entry with this formula, charge and spin, kcal per mole: 0.0
2S+1: 7
Net charge: -1

---

# 2
C4H10O in the gas phase, computed with the ωB97M-V functional and the def2-TZVPD basis.

Geometry as XYZ:
```
15
Properties=species:S:1:pos:R:3:nbo_charge:R:1
C -2.182 0.022 -0.221 -0.600
C -0.794 0.611 0.015 -0.394
C 0.279 -0.465 0.147 -0.414
C 1.688 0.100 0.200 -0.052
O 2.597 -0.980 0.067 -0.724
H -2.187 -0.605 -1.121 0.202
H -2.494 -0.609 0.620 0.203
H -2.935 0.806 -0.353 0.208
H -0.532 1.275 -0.821 0.192
H -0.804 1.240 0.916 0.195
H 0.236 -1.146 -0.713 0.204
H 0.102 -1.078 1.041 0.202
H 1.819 0.836 -0.611 0.154
H 1.856 0.634 1.149 0.155
H 3.374 -0.670 -0.404 0.470
```

HOMO, eV: -10.24
Electronic energy, eV: -6357.4611
E_LUMO, eV: 1.0
ΔE to the lowest compared entry with this formula, charge and spin, kcal per mole: 7.9

---

# 3
A molecular structure, C40H55AuN5O8PS2 in a non-equilibrium geometry, computed with the ωB97M-V functional and the def2-TZVPD basis.

Geometry as XYZ:
```
112
Properties=species:S:1:pos:R:3:mulliken_charge:R:1
Au 0.878 -0.489 -0.646 1.982
C -5.591 -0.606 -1.081 -1.780
C -4.348 -0.240 -1.881 1.667
C -4.698 0.381 -3.209 -1.780
O -3.546 -1.395 -2.098 -0.371
C -2.637 -1.518 -1.006 -0.411
C -2.785 -0.169 -0.241 -0.816
O -3.524 0.644 -1.150 -0.433
C -1.595 0.634 0.340 0.414
O -0.540 0.813 -0.566 -0.119
C -1.042 0.083 1.657 1.067
C -1.315 -1.116 2.152 0.663
C -0.772 -1.741 3.375 -0.921
C -0.029 -1.174 4.326 -1.664
C 0.548 0.201 4.332 -0.579
C -0.055 1.037 2.289 -1.378
C -2.171 2.030 0.652 0.935
C -3.308 2.175 1.444 -0.463
C -3.814 3.432 1.738 -0.848
C -3.185 4.570 1.245 -0.770
C -2.063 4.430 0.442 -1.070
C -1.559 3.168 0.142 -0.580
C -1.258 -2.040 -1.503 2.154
O -0.385 -1.906 -0.399 -0.960
C -1.464 -3.541 -1.783 -0.433
C -0.923 -4.483 -0.914 -0.314
C -1.124 -5.843 -1.134 -0.949
C -1.869 -6.272 -2.221 -0.613
C -2.410 -5.333 -3.093 -0.930
C -2.206 -3.978 -2.881 0.062
C -0.695 -1.386 -2.783 -0.344
C 0.289 -2.084 -3.493 -0.390
C 0.840 -1.564 -4.658 -0.526
C 0.435 -0.318 -5.121 -0.640
C -0.514 0.395 -4.406 -1.104
C -1.078 -0.136 -3.252 0.228
H -6.235 -1.252 -1.679 0.449
H -6.136 0.301 -0.815 0.330
H -5.327 -1.141 -0.168 0.351
H -5.282 -0.327 -3.797 0.376
H -3.793 0.634 -3.757 0.338
H -5.286 1.285 -3.047 0.385
H -2.996 -2.299 -0.332 1.075
H -3.419 -0.373 0.623 0.094
H -2.012 -1.752 1.624 0.132
H -1.032 -2.785 3.510 0.461
H 0.304 -1.802 5.145 0.395
H 0.942 0.480 5.308 0.476
H -0.100 1.980 1.752 0.613
H -3.820 1.299 1.830 0.488
H -4.702 3.523 2.353 0.474
H -3.571 5.553 1.485 0.405
H -1.571 5.308 0.039 0.515
H -0.687 3.060 -0.488 0.262
H -0.334 -4.137 -0.074 0.373
H -0.693 -6.567 -0.452 0.446
H -2.029 -7.329 -2.392 0.387
H -2.991 -5.659 -3.947 0.410
H -2.626 -3.252 -3.565 0.426
H 0.615 -3.053 -3.134 0.342
H 1.560 -2.151 -5.219 0.572
H 0.860 0.096 -6.027 0.419
H -0.822 1.377 -4.745 0.432
H -1.796 0.452 -2.701 0.307
C 3.937 -0.389 -4.278 -1.055
N 3.209 -1.091 -3.229 0.060
C 3.595 -1.266 -1.986 0.730
N 4.832 -0.947 -1.599 -0.367
S 2.575 -2.098 -0.838 -0.517
H 3.718 -0.874 -5.227 0.330
H 5.010 -0.455 -4.115 0.444
H 3.612 0.650 -4.333 0.313
H 2.222 -1.257 -3.399 -0.292
H 5.402 -0.309 -2.127 0.206
H 5.028 -1.054 -0.618 0.277
C 3.742 2.890 -1.748 -0.957
S 2.190 2.123 -2.077 1.780
O 2.191 1.737 -3.470 -0.774
O 1.161 3.027 -1.652 -0.755
O 2.315 0.889 -1.193 -1.118
H 3.748 3.839 -2.285 0.468
H 4.534 2.236 -2.116 0.236
H 3.839 3.046 -0.674 0.244
C 2.113 2.793 1.472 -1.287
N 2.646 1.578 2.078 0.602
C 3.906 1.229 1.412 -0.309
P 1.760 0.226 2.682 0.692
O 1.702 -0.991 1.797 -1.262
N 3.117 -0.210 3.727 0.758
C 3.303 -1.594 4.098 -1.236
C 3.740 0.719 4.629 -1.288
N -0.344 1.280 3.790 1.030
C 0.211 2.592 4.205 -1.070
C -1.764 1.247 4.247 -1.043
H 1.678 2.637 0.469 0.449
H 2.939 3.504 1.375 0.428
H 1.368 3.284 2.081 0.345
H 3.783 1.291 0.319 -0.412
H 4.204 0.218 1.670 0.373
H 4.702 1.916 1.720 0.277
H 2.629 -2.226 3.523 0.299
H 3.119 -1.760 5.175 0.308
H 4.329 -1.940 3.896 0.264
H 3.383 1.734 4.451 0.334
H 4.834 0.741 4.512 0.309
H 3.542 0.464 5.685 0.352
H 1.270 2.619 3.974 0.502
H 0.072 2.704 5.278 0.351
H -0.318 3.381 3.674 0.213
H -2.187 0.268 4.074 0.385
H -2.326 1.993 3.693 0.340
H -1.778 1.473 5.312 0.319
```

HOMO, eV: -6.76
Electronic energy, eV: -100851.0098
E_LUMO, eV: -0.2
ΔE to the lowest compared entry with this formula, charge and spin, kcal per mole: 0.0

---

# 4
A molecular structure, C7H7Cl2O2P in a non-equilibrium geometry, computed with the ωB97M-V functional and the def2-TZVPD basis.

Geometry as XYZ:
```
19
Properties=species:S:1:pos:R:3:nbo_charge:R:1
C 0.972 0.296 1.866 -0.167
C 0.147 -0.821 1.621 -0.206
C 1.026 1.293 0.923 -0.233
C -0.370 -0.996 0.341 -0.164
C 0.357 1.208 -0.225 -0.149
C -0.315 -0.016 -0.672 -0.136
C -1.070 -0.244 -1.813 -0.386
O 0.105 -1.687 -4.668 -1.062
O 1.814 -0.752 -3.034 -0.839
P 0.435 -1.502 -3.255 1.832
Cl 3.117 -1.108 -4.012 0.288
Cl 0.682 -3.283 -2.389 -0.290
H 1.406 0.399 2.785 0.209
H 0.019 -1.482 2.382 0.212
H 1.652 2.139 1.115 0.219
H -0.863 -1.893 -0.047 0.206
H 0.311 2.062 -0.914 0.208
H -1.722 -1.020 -1.708 0.216
H -1.221 0.541 -2.552 0.242
```

HOMO (spin up / spin down), eV: -8.66 / -8.66
Electronic energy, eV: -45799.5278
E_LUMO (spin up / spin down), eV: -1.1 / -1.1
ΔE to the lowest compared entry with this formula, charge and spin, kcal per mole: 55.0

---

# 5
C7H14 in the gas phase, computed with the ωB97M-V functional and the def2-TZVPD basis.

Geometry as XYZ:
```
21
Properties=species:S:1:pos:R:3:nbo_charge:R:1
C 1.577 -1.154 0.973 -0.609
C 1.284 -0.464 -0.371 -0.397
C 0.095 0.503 -0.451 -0.054
C 0.569 1.964 -0.476 -0.597
C -1.101 0.253 -1.337 -0.418
C -1.270 0.265 0.158 -0.219
C -1.723 -1.000 0.855 -0.607
H 2.653 -1.349 1.065 0.209
H 1.288 -0.518 1.817 0.206
H 1.070 -2.118 1.103 0.205
H 2.119 0.206 -0.579 0.205
H 1.294 -1.198 -1.188 0.206
H 0.982 2.216 -1.464 0.206
H 1.359 2.170 0.259 0.206
H -0.248 2.667 -0.278 0.206
H -1.461 1.092 -1.929 0.210
H -1.201 -0.714 -1.830 0.209
H -1.711 1.168 0.579 0.206
H -1.444 -1.021 1.915 0.209
H -1.316 -1.899 0.379 0.205
H -2.817 -1.068 0.799 0.212
```

HOMO, eV: -9.66
Electronic energy, eV: -7485.2715
E_LUMO, eV: 1.1
ΔE to the lowest compared entry with this formula, charge and spin, kcal per mole: 23.6

---

# 6
2 unconnected molecules or ions with the total composition C5H12NO in a non-equilibrium geometry, computed with the ωB97M-V functional and the def2-TZVPD basis.

Geometry as XYZ:
```
19
Properties=species:S:1:pos:R:3:nbo_charge:R:1
C -2.322 1.088 -0.712 0.414
C 1.647 0.224 0.042 0.370
C 3.109 0.394 0.525 -0.699
C 1.431 -1.006 -0.739 -0.673
C -3.147 -0.664 0.562 -0.317
N 0.739 1.105 0.209 -0.725
O -2.969 0.681 0.260 -0.312
H -1.737 0.381 -1.336 0.212
H 3.926 -0.034 -0.019 0.260
H 3.032 -0.434 1.273 0.236
H 3.100 1.308 1.100 0.231
H 1.921 -1.849 -0.331 0.237
H 1.915 -0.766 -1.694 0.249
H 0.394 -1.240 -0.899 0.203
H -2.676 -0.927 1.533 0.254
H -2.812 -1.394 -0.218 0.218
H -4.258 -0.965 0.644 0.258
H -2.360 2.159 -0.943 0.229
H 1.068 1.937 0.741 0.355
```

HOMO, eV: -13.41
Electronic energy, eV: -8907.4221
E_LUMO, eV: -5.8
ΔE to the lowest compared entry with this formula, charge and spin, kcal per mole: 74.0
Net charge: +1

---

> Which value of ΔE to the lowest compared entry with this formula, charge and spin does entry 1 give?

0.0 kcal per mole

---

> Look up the electronic energy of the sixth one.

-8907.4221 eV